Entry 1:
77
Properties=species:S:1:pos:R:3:forces:R:3 method="wB97M-V/def2-TZVPD" lumo_ev=-3.2 total_energy_ev=-399283.4513 homo_ev=-9.982 de_lowest_kcal_mol=0.0 gap_ev=6.77 total_charge=+1
Br 0.261 6.456 -1.434 0.00 -0.02 -0.01
Br -0.654 4.537 1.157 0.00 0.02 0.00
Br 2.052 1.683 -4.079 0.00 0.01 -0.01
Br 1.632 5.012 -4.088 -0.02 -0.01 0.01
As 2.428 -1.319 0.024 -0.04 0.01 0.02
P -1.806 -0.720 -1.130 -0.01 0.02 -0.05
Al 0.170 -0.078 0.055 0.07 0.06 0.07
O -1.866 -1.636 3.347 0.00 0.04 0.01
O 0.965 0.496 -1.487 -0.03 0.03 0.01
O -0.028 1.607 0.578 -0.01 0.01 -0.02
N -0.560 -0.848 1.741 0.07 -0.03 0.02
C 2.703 -2.097 -1.722 -0.03 -0.02 -0.02
C -1.756 -1.177 2.109 0.00 0.02 0.02
C -3.207 -0.908 0.008 0.03 -0.02 -0.02
C 3.755 0.088 0.072 0.00 0.02 0.00
C -0.946 -4.384 -2.619 0.00 0.00 0.00
C 0.170 3.818 -0.374 -0.03 0.01 -0.02
C -0.951 -3.221 -1.865 -0.02 0.01 -0.02
C -1.635 0.877 -3.400 0.00 -0.01 -0.01
C -5.610 -1.007 0.260 -0.03 0.00 0.01
C -2.650 -2.289 -3.301 -0.02 0.00 -0.01
C -2.803 3.071 -2.148 0.02 0.01 0.00
C -2.291 3.190 -3.433 -0.01 0.00 0.01
C -1.789 -4.497 -3.716 -0.01 0.01 0.00
C -2.738 1.856 -1.485 0.03 -0.01 -0.04
C -1.805 -2.171 -2.199 0.05 -0.04 0.03
C -4.197 -1.231 2.184 0.00 -0.02 0.00
C -3.055 -1.100 1.390 0.07 0.01 0.02
C 0.553 4.597 -1.475 0.03 -0.03 -0.02
C 1.125 3.991 -2.590 0.00 0.02 0.05
C 0.975 0.334 3.331 -0.01 0.01 -0.04
C -2.156 0.753 -2.113 -0.07 0.02 0.04
C -4.486 -0.874 -0.537 -0.01 0.02 -0.01
C -1.714 2.094 -4.059 0.00 0.00 -0.01
C 0.895 1.836 -1.543 0.00 -0.02 0.03
C 1.305 2.602 -2.615 -0.01 0.00 0.00
C -0.063 1.367 3.754 -0.01 0.01 0.03
C -0.558 -1.638 3.965 -0.04 0.01 -0.04
C 2.013 0.088 4.423 0.00 0.00 0.02
C 0.349 -1.001 2.912 -0.04 0.01 -0.02
C 3.190 -2.659 1.205 -0.01 -0.01 0.01
C -2.638 -3.451 -4.056 0.00 0.00 0.00
C -5.462 -1.179 1.627 -0.01 0.00 -0.01
C 0.342 2.451 -0.407 -0.01 -0.07 -0.02
H -0.628 -1.060 4.882 -0.01 -0.01 0.02
H -3.306 -1.473 -3.577 0.01 -0.01 -0.01
H 0.421 2.331 3.915 0.00 -0.01 0.00
H -0.283 -5.199 -2.357 -0.01 0.01 0.00
H 4.739 -0.329 -0.137 0.01 -0.01 0.00
H 3.368 -2.232 2.191 0.00 0.00 0.01
H 2.501 1.022 4.699 -0.01 -0.02 0.00
H -0.306 -2.668 4.203 -0.01 -0.03 -0.02
H 2.787 -0.614 4.101 -0.02 0.01 0.00
H -6.331 -1.277 2.264 0.01 0.00 -0.01
H -0.549 1.089 4.693 0.00 0.01 -0.02
H 2.401 -1.361 -2.465 0.01 0.00 -0.01
H -6.596 -0.970 -0.185 0.02 0.00 0.01
H 3.498 0.827 -0.685 0.00 -0.02 0.01
H -1.782 -5.401 -4.310 0.00 0.01 0.00
H -1.142 0.040 -3.878 0.00 0.00 0.01
H -1.300 2.191 -5.055 0.00 0.00 0.02
H -3.236 3.931 -1.652 0.00 -0.02 -0.01
H 4.139 -2.998 0.792 0.01 0.00 0.00
H -2.330 4.144 -3.944 0.00 -0.01 0.00
H -3.292 -3.541 -4.914 0.01 0.00 0.01
H -0.291 -3.129 -1.008 -0.01 0.00 0.00
H -3.114 1.779 -0.472 -0.01 0.00 0.01
H -0.820 1.521 2.984 0.01 0.00 0.00
H 2.099 -2.996 -1.831 0.02 0.00 -0.01
H -4.603 -0.724 -1.604 0.00 0.00 0.02
H 1.493 0.731 2.450 0.01 0.00 -0.01
H 3.755 -2.349 -1.842 0.01 0.00 -0.01
H 1.146 -1.690 2.635 0.03 -0.02 -0.02
H 1.551 -0.315 5.329 0.02 0.01 -0.02
H 2.518 -3.511 1.300 0.00 -0.01 0.00
H 3.763 0.561 1.053 0.00 0.00 0.00
H -4.091 -1.372 3.249 0.00 0.00 0.00

***

Entry 2:
75
Properties=species:S:1:pos:R:3:forces:R:3 method="wB97M-V/def2-TZVPD" lumo_ev="-7.6 / -7.6" multiplicity=2 total_energy_ev=-150895.2103 homo_ev="-12.468 / -12.466" de_lowest_kcal_mol=36.5 gap_ev="4.83 / 4.83" total_charge=+2
Pt -2.407 -0.031 0.913 -0.09 -0.59 -0.19
Te -2.689 0.456 -1.684 0.03 0.04 0.20
As 2.050 -1.639 -1.782 -0.10 -0.05 -0.02
S -4.731 -0.551 0.884 -0.17 0.05 0.11
S -3.075 -1.307 3.897 -0.08 -0.09 -0.07
S -2.052 3.282 -0.032 0.14 -0.08 0.02
P -0.161 -0.268 1.093 0.05 0.15 -0.08
N -6.996 0.624 1.467 -0.02 0.01 0.01
N -5.211 2.051 1.314 -0.07 -0.15 0.10
C -2.266 -0.332 2.923 0.15 0.34 0.05
C 1.025 0.039 -1.427 0.10 0.08 0.08
C -1.015 0.761 4.960 -0.04 0.08 0.07
C 6.185 0.058 -0.221 0.00 0.01 0.01
C 2.216 -1.136 -6.488 0.01 0.01 -0.01
C 0.954 -4.695 1.299 0.01 -0.02 0.02
C 0.999 -1.144 -5.819 -0.02 -0.01 0.03
C -2.281 2.453 -1.528 -0.03 0.08 -0.22
C 3.761 -0.909 -1.205 0.03 -0.03 0.02
C -5.703 0.812 1.254 0.04 0.21 -0.06
C 2.152 -1.373 -3.709 0.06 -0.02 0.00
C -2.202 3.331 -2.586 -0.01 0.03 0.02
C -0.309 -4.318 0.870 -0.02 0.01 0.00
C 5.681 -1.147 0.244 0.00 0.01 0.00
C 0.140 0.358 2.791 -0.03 -0.02 -0.07
C -1.851 4.783 -0.823 -0.02 0.08 -0.04
C 4.278 0.300 -1.669 0.01 -0.01 0.02
C 3.396 -1.259 -5.771 0.00 -0.02 0.02
C 0.261 -2.012 1.247 0.02 0.01 -0.02
C -1.949 4.662 -2.179 0.00 0.00 0.03
C 3.366 -1.380 -4.387 0.01 0.04 -0.03
C 1.339 0.559 3.412 0.11 0.05 0.11
C 1.872 -3.736 1.709 0.00 -0.03 -0.01
C 0.194 0.919 5.568 0.03 0.02 -0.04
C -0.662 -2.977 0.852 0.02 -0.05 0.02
C 4.472 -1.627 -0.247 0.04 0.01 -0.01
C 5.483 0.781 -1.180 -0.01 0.00 0.01
C 1.080 0.517 0.031 -0.07 0.05 0.00
C -7.949 1.686 1.764 0.01 -0.03 -0.02
C 1.359 0.835 4.789 0.01 -0.03 -0.07
C 0.969 -1.271 -4.438 -0.03 0.02 -0.01
C 1.533 -2.397 1.675 -0.02 0.01 0.00
C -1.113 0.563 3.518 -0.12 -0.17 0.09
H 4.346 -1.265 -6.288 -0.01 0.00 0.00
H 1.226 -5.742 1.319 0.00 0.01 -0.01
H 0.074 -1.063 -6.376 0.01 -0.01 0.01
H -1.665 5.682 -0.254 -0.01 -0.03 -0.01
H 0.268 1.105 6.630 -0.01 0.00 -0.01
H 0.007 -1.305 -3.934 0.00 0.00 0.01
H 2.242 -1.044 -7.565 0.00 0.00 0.01
H -7.329 -0.325 1.405 -0.01 -0.02 0.03
H -1.847 5.495 -2.860 0.01 -0.02 0.02
H 2.071 0.324 0.457 0.00 0.00 -0.01
H 1.438 0.822 -2.061 0.00 0.00 -0.05
H 4.090 -2.581 0.102 0.01 0.01 -0.02
H -2.322 3.026 -3.617 0.00 0.01 0.02
H 3.753 0.860 -2.436 0.00 0.00 0.00
H -7.656 2.231 2.663 0.00 -0.01 0.00
H -4.233 2.196 1.135 0.06 0.06 -0.03
H 0.905 1.596 0.101 -0.03 -0.02 -0.01
H 7.131 0.431 0.151 -0.01 -0.01 -0.01
H 2.856 -4.034 2.047 0.00 0.00 0.00
H -8.919 1.236 1.947 0.00 0.00 -0.01
H 5.885 1.714 -1.555 0.00 -0.01 0.00
H -1.023 -5.066 0.554 0.01 0.00 0.00
H -1.938 0.830 5.523 0.01 -0.02 -0.02
H 6.236 -1.721 0.976 0.00 0.00 -0.01
H -1.654 -2.685 0.529 -0.02 0.02 -0.01
H -8.045 2.376 0.923 0.01 0.00 0.00
H 4.297 -1.476 -3.842 0.00 -0.01 -0.01
H 2.320 0.960 5.277 -0.02 0.01 -0.02
H -1.416 1.578 3.154 0.01 0.02 0.06
H 2.273 -1.661 1.963 0.01 0.03 0.01
H -5.792 2.848 1.518 -0.01 0.00 -0.02
H 0.000 -0.130 -1.764 0.01 0.00 0.03
H 2.277 0.467 2.881 0.01 -0.01 -0.01

***

Entry 3:
72
Properties=species:S:1:pos:R:3:forces:R:3 method="wB97M-V/def2-TZVPD" lumo_ev=-3.6 total_energy_ev=-50957.4919 homo_ev=-10.214 gap_ev=6.62 total_charge=+1
P 0.186 -1.219 0.261 -0.15 0.35 0.13
O -1.992 2.114 -1.690 0.14 -0.08 -0.01
N -2.165 -0.194 -0.336 -0.29 -0.02 -0.53
N -2.001 0.903 0.368 0.11 0.25 0.20
N 0.096 2.789 0.308 0.03 -0.23 0.07
C -1.044 -3.904 -3.266 0.01 0.00 -0.03
C -4.375 0.487 -1.226 -0.06 0.16 0.04
C -1.503 4.571 0.318 0.04 0.00 0.12
C -1.013 -2.525 -3.420 0.03 -0.03 0.06
C 2.418 0.332 -2.467 -0.02 -0.04 0.00
C -4.594 1.746 -0.573 -0.11 -0.15 -0.04
C 3.801 -3.149 0.477 0.00 0.01 0.00
C 1.742 -1.955 0.848 -0.08 -0.17 0.08
C -0.936 -2.768 2.356 0.03 -0.03 0.03
C -2.222 2.264 -0.324 0.03 -0.09 0.04
C 0.774 5.039 0.813 0.04 -0.02 -0.03
C -2.103 -0.550 3.550 0.00 -0.07 0.04
C -1.173 3.239 0.188 -0.23 0.01 -0.17
C -0.884 -1.540 1.706 0.11 -0.12 0.08
C 4.216 -2.852 1.765 -0.05 0.03 0.01
C -0.298 -2.281 -1.126 0.05 -0.04 -0.12
C 2.568 -2.703 0.019 0.12 0.00 -0.09
C -0.688 -4.475 -2.052 0.00 0.02 0.00
C -3.652 2.577 -0.091 0.11 0.04 -0.03
C -1.545 0.838 1.593 -0.29 0.15 0.09
C 3.023 1.347 -1.505 0.10 0.03 0.01
C -0.306 -3.669 -0.991 -0.03 -0.02 0.03
C -1.498 -0.437 2.301 -0.08 0.06 0.10
C 3.391 -2.109 2.603 0.03 -0.03 -0.04
C 2.161 -1.668 2.148 0.07 0.02 0.06
C 2.746 2.757 -2.020 -0.04 0.05 0.06
C 1.037 3.696 0.623 -0.02 -0.05 0.05
C -2.149 -1.780 4.184 -0.01 0.00 -0.01
C -0.518 5.492 0.643 -0.01 0.01 0.01
C -0.642 -1.721 -2.353 -0.01 -0.04 -0.02
C 2.536 1.088 -0.059 0.08 -0.04 0.00
C -3.263 -0.288 -1.142 0.24 -0.15 0.17
C -1.584 -2.893 3.575 -0.01 0.03 -0.01
Be 0.834 1.068 0.194 -0.04 0.11 -0.16
H -2.559 0.319 4.009 0.00 0.01 0.00
H -0.443 -3.632 1.933 0.02 0.01 0.00
H -5.628 2.050 -0.454 0.00 0.01 0.00
H -2.522 4.885 0.159 0.01 0.02 -0.02
H 4.110 1.215 -1.521 0.01 -0.04 -0.04
H 2.570 -0.694 -2.125 0.00 0.00 0.02
H 5.177 -3.200 2.120 0.01 0.00 0.01
H 2.916 0.103 0.228 0.03 0.02 -0.08
H -0.645 -0.647 -2.470 0.01 0.04 -0.01
H 3.081 1.752 0.624 0.04 0.08 -0.03
H 1.336 0.491 -2.566 -0.03 0.01 0.01
H -0.762 6.539 0.758 0.00 0.00 -0.01
H -1.335 -4.535 -4.095 -0.01 0.00 0.00
H 3.101 2.880 -3.044 0.03 -0.04 -0.01
H -3.918 3.433 0.511 -0.03 0.00 -0.01
H 3.238 3.522 -1.416 0.00 -0.01 0.05
H 0.000 -4.134 -0.063 -0.01 0.01 -0.02
H -5.188 0.087 -1.816 -0.02 0.01 0.01
H 4.436 -3.730 -0.178 0.01 -0.01 0.00
H 2.261 -2.941 -0.993 0.01 0.02 0.04
H 1.672 2.975 -2.028 -0.03 0.00 -0.01
H -0.702 -5.549 -1.932 0.00 -0.01 0.00
H -1.625 -3.856 4.065 0.01 -0.01 0.00
H -3.229 -1.209 -1.711 -0.05 0.00 -0.02
H 2.035 3.314 0.728 0.08 -0.02 -0.02
H 2.843 0.419 -3.468 0.01 0.01 -0.01
H -1.059 1.910 -1.848 -0.07 0.02 -0.05
H -1.449 1.780 2.112 0.14 -0.05 0.05
H -1.280 -2.075 -4.367 0.00 0.01 -0.01
H -2.627 -1.874 5.150 -0.01 0.01 0.00
H 1.526 -1.096 2.817 0.00 0.00 -0.04
H 3.705 -1.876 3.611 0.01 -0.01 0.01
H 1.584 5.704 1.072 0.00 0.01 0.00